Record 1
74
Properties=species:S:1:pos:R:3:forces:R:3:mulliken_charge:R:1 method="wB97M-V/def2-TZVPD" gap_ev=5.4 lumo_ev=0.37 energy_ha=-2885.254728 relative_energy_kcal_mol=0.0 total_charge=-1 homo_ev=-5.062
C 2.9826 1.3231 1.4437 -0.46 -0.56 -0.73 -1.08
C 2.6856 -0.2665 1.6191 -1.28 1.63 -0.87 0.30
Cl 3.7520 -1.0811 0.3107 0.00 0.21 1.00 -0.31
C 1.1661 -0.5285 1.1717 0.53 0.29 -0.62 -1.01
In -0.2316 -1.1469 2.8342 -0.34 -0.16 0.31 0.74
C -2.3359 -1.2994 1.9202 -0.88 -0.89 -0.16 -1.19
C -2.3233 -1.3112 0.3136 1.32 0.02 1.07 0.28
S -3.1110 0.2328 -0.4478 1.06 0.71 1.23 -0.16
C -2.5433 1.5656 0.7122 -2.41 -0.10 1.73 0.21
N -3.4729 2.0550 1.6941 6.08 -0.47 -3.42 -0.24
N -2.6952 2.9683 2.3703 4.14 0.98 -1.14 -0.38
C -1.3813 3.0553 1.8455 -4.20 -1.73 0.33 -0.01
O -1.2591 2.1338 0.7539 -2.99 0.74 2.10 -0.04
H 2.5798 1.5838 0.3955 0.72 -0.38 1.52 0.24
H 4.0944 1.5704 1.4447 -1.47 -0.27 0.35 0.32
H 2.3661 1.9516 2.1777 1.04 -1.01 -0.73 0.25
H 2.9490 -0.6345 2.6627 -0.06 0.20 -1.64 0.36
H 0.7692 0.4556 0.7460 0.53 -1.27 0.43 0.09
H 1.1266 -1.2845 0.2989 0.17 1.11 1.50 0.38
H -0.2789 0.0007 4.2312 0.10 -0.04 -0.38 -0.38
H 0.1846 -2.7639 3.5392 -0.01 0.29 -0.29 -0.37
H -3.0542 -0.5396 2.3847 0.91 -0.97 -0.92 0.35
H -2.7270 -2.3383 2.2502 0.52 1.58 -0.47 0.35
H -2.8342 -2.2562 -0.0874 0.56 1.74 0.30 -0.17
H -1.2273 -1.2745 -0.0479 -1.83 -0.27 0.34 0.16
H -0.4951 3.6920 2.1946 -1.68 -1.30 -0.72 0.33
C 1.8315 5.4029 -1.6020 0.17 0.11 0.05 -0.70
C 1.8637 4.6717 -0.4167 0.13 0.10 0.09 -0.36
C 2.8556 4.9173 0.5264 -0.20 -0.09 -0.07 -0.44
C 3.8269 5.8882 0.2813 -0.27 -0.13 -0.21 -0.03
C 3.8087 6.6035 -0.9169 -0.25 -0.18 -0.03 0.19
C 2.8016 6.3666 -1.8535 -0.18 -0.16 -0.01 -0.56
C 4.8617 7.6017 -1.2116 -0.14 0.39 -0.82 0.67
O 4.8450 8.2302 -2.2565 0.05 -0.11 0.26 -0.68
C 5.9410 7.8191 -0.2212 0.36 0.12 0.19 0.13
C 6.9719 8.7145 -0.5094 0.23 0.10 0.13 -0.54
C 7.9825 8.9349 0.4201 -0.20 -0.09 -0.07 -0.45
C 7.9625 8.2695 1.6439 -0.18 -0.10 -0.05 -0.46
C 6.9404 7.3727 1.9325 0.21 0.14 0.01 -0.52
C 5.9325 7.1385 0.9961 0.34 0.25 0.01 0.20
C 4.8680 6.1548 1.2990 -0.12 -0.58 0.84 0.45
O 4.8528 5.5695 2.3678 0.05 0.22 -0.29 -0.67
H 1.0518 5.2168 -2.3333 0.08 0.02 0.08 0.41
H 1.1133 3.9105 -0.2269 0.09 0.04 -0.03 0.66
H 2.8715 4.3474 1.4500 0.14 0.14 -0.08 0.53
H 2.7743 6.9291 -2.7811 0.15 0.00 0.17 0.45
H 6.9919 9.2386 -1.4595 -0.17 -0.14 0.09 0.45
H 8.7860 9.6278 0.1917 -0.09 -0.07 0.01 0.39
H 8.7476 8.4473 2.3719 -0.08 -0.03 -0.07 0.39
H 6.9327 6.8536 2.8856 -0.15 -0.03 -0.19 0.46
C -4.1179 -3.3867 -1.9326 -0.04 -0.22 -0.11 -0.67
C -5.4004 -3.4150 -1.3891 -0.03 -0.20 0.00 -0.39
C -5.9998 -4.6310 -1.0815 0.04 0.25 -0.02 -0.66
C -5.3222 -5.8253 -1.3280 0.06 0.29 -0.07 0.19
C -4.0472 -5.7977 -1.8950 -0.08 0.33 0.04 0.17
C -3.4415 -4.5747 -2.1863 -0.07 0.20 -0.01 -0.49
C -3.3370 -7.0586 -2.2075 0.88 0.19 -0.36 0.49
O -2.2223 -7.0364 -2.6995 -0.30 -0.08 0.10 -0.67
C -4.0062 -8.3484 -1.9211 -0.12 -0.43 0.02 0.20
C -3.3739 -9.5446 -2.2627 -0.05 -0.27 0.02 -0.53
C -3.9887 -10.7608 -1.9856 0.01 0.23 0.00 -0.45
C -5.2323 -10.7873 -1.3583 -0.01 0.21 0.01 -0.44
C -5.8680 -9.5978 -1.0215 0.06 -0.25 -0.05 -0.56
C -5.2600 -8.3754 -1.3112 0.10 -0.40 -0.04 0.16
C -5.9615 -7.1140 -0.9806 -0.85 0.15 0.44 0.61
O -7.0522 -7.1370 -0.4354 0.27 -0.07 -0.16 -0.68
H -3.6475 -2.4368 -2.1638 -0.06 -0.12 -0.01 0.65
H -5.9321 -2.4874 -1.2031 0.08 -0.09 0.02 0.43
H -6.9969 -4.6464 -0.6534 0.16 -0.16 -0.03 0.46
H -2.4449 -4.5462 -2.6146 -0.13 -0.16 0.06 0.46
H -2.4036 -9.5312 -2.7487 -0.12 0.18 0.09 0.46
H -3.4973 -11.6897 -2.2568 -0.03 0.10 0.03 0.39
H -5.7085 -11.7368 -1.1357 0.04 0.10 -0.02 0.38
H -6.8388 -9.6246 -0.5373 0.13 0.19 -0.07 0.45



Record 2
73
Properties=species:S:1:pos:R:3:forces:R:3:mulliken_charge:R:1 method="wB97M-V/def2-TZVPD" gap_ev="7.1 / 4.8" lumo_ev="-4.19 / -6.45" energy_ha=-4008.392897 multiplicity=5 relative_energy_kcal_mol=0.0 total_charge=+1 homo_ev="-11.288 / -11.288"
Ru -1.9673 -0.9866 -1.0627 -0.09 0.15 0.34 1.18
O -4.2898 2.7295 0.0201 0.00 0.01 0.03 -0.64
C -4.7229 2.2613 1.1849 0.00 0.01 -0.01 0.57
C -5.5509 3.1102 1.9271 -0.01 0.01 0.01 -0.76
C -6.0277 2.7142 3.1514 0.00 0.02 -0.02 -0.30
C -5.7032 1.4581 3.6954 0.02 -0.03 0.00 -0.86
C -4.8990 0.6131 2.9884 -0.02 0.01 0.01 -0.42
C -4.3937 0.9857 1.7170 0.05 -0.02 0.01 0.34
C -3.5431 0.0922 1.0042 -0.04 0.00 0.02 1.37
O -3.1100 0.3899 -0.1715 -0.01 0.03 -0.15 -0.90
N -3.1916 -1.0973 1.5768 -0.03 -0.03 -0.01 -0.73
N -2.4156 -1.7935 0.7612 0.01 -0.06 0.00 0.32
C -1.9565 -2.9426 1.2433 0.04 0.00 -0.01 -0.27
C -1.1125 -3.8149 0.5434 -0.01 0.04 -0.02 0.34
C -0.6372 -4.9585 1.2481 0.00 -0.01 -0.01 -0.97
C 0.1904 -5.8612 0.6534 0.00 0.00 0.01 -0.76
C 0.5694 -5.6626 -0.6888 -0.01 0.01 -0.01 -0.44
C 0.1255 -4.5801 -1.4115 0.01 -0.02 0.00 -0.23
C -0.7145 -3.6315 -0.8214 -0.10 -0.01 0.04 0.97
O -1.1113 -2.6245 -1.5769 0.16 0.00 0.06 -0.85
H -3.7002 2.0973 -0.4256 0.00 -0.02 -0.02 0.26
H -5.7942 4.0757 1.5061 0.00 0.00 0.00 0.49
H -6.6663 3.3861 3.7100 0.00 0.00 0.00 0.42
H -6.0891 1.1685 4.6620 0.00 0.00 0.00 0.44
H -4.6334 -0.3571 3.3819 0.00 0.00 0.00 0.47
H -2.2606 -3.1848 2.2569 0.00 0.00 0.00 0.44
H -0.9476 -5.0912 2.2769 0.00 0.00 0.00 0.40
H 0.5498 -6.7222 1.1980 0.00 0.00 0.00 0.45
H 1.2236 -6.3802 -1.1674 0.00 0.00 0.00 0.43
H 0.4108 -4.4314 -2.4438 0.00 0.00 0.00 0.49
O -1.4460 2.1033 -2.6211 -0.02 0.04 0.02 -0.51
C -1.1048 1.0007 -2.9467 -0.07 0.10 0.02 0.59
O -1.9128 -0.0730 -2.7274 0.22 -0.12 -0.04 -0.71
C 0.2009 0.6469 -3.6107 -0.06 -0.05 -0.03 -0.54
C 1.1085 -0.1873 -2.6988 0.03 0.09 0.19 -0.51
Ge 1.9281 0.6624 -1.1328 0.02 -0.01 0.02 1.91
C 3.1090 -0.6968 -0.3838 0.00 0.02 0.03 -0.22
C 4.3127 -0.3451 0.2240 -0.02 0.01 0.00 -0.47
C 5.1330 -1.3128 0.7891 0.01 -0.01 0.00 -0.75
C 4.7602 -2.6489 0.7548 0.00 0.00 0.00 -0.56
C 3.5666 -3.0166 0.1492 -0.01 0.00 0.00 -0.51
C 2.7517 -2.0454 -0.4155 0.00 -0.02 0.00 0.08
C 2.8793 2.3040 -1.5146 -0.05 0.03 0.02 -0.02
C 3.6097 2.4100 -2.6978 0.00 0.02 -0.02 -0.54
C 4.3286 3.5613 -2.9856 0.00 -0.01 -0.01 -0.71
C 4.3259 4.6209 -2.0894 -0.01 0.00 0.01 -0.47
C 3.6062 4.5269 -0.9067 0.01 0.01 -0.01 -0.69
C 2.8865 3.3749 -0.6218 0.03 -0.01 0.00 -0.16
C 0.5189 0.9808 0.2095 -0.08 0.05 -0.05 -0.39
C -0.2315 2.1658 0.2043 0.05 0.00 0.03 0.33
C -1.0695 2.4839 1.2611 0.00 0.00 0.03 -1.18
C -1.1879 1.6172 2.3431 -0.01 -0.01 0.00 -0.19
C -0.4869 0.4205 2.3508 0.03 0.02 -0.01 -1.09
C 0.3614 0.1067 1.2920 -0.03 -0.03 -0.01 -0.12
H 0.6730 1.5803 -3.9150 0.05 -0.02 0.02 0.29
H -0.0349 0.0703 -4.5082 -0.03 0.03 -0.01 0.50
H 1.8888 -0.6713 -3.2866 0.01 -0.01 0.02 0.55
H 0.5489 -0.9776 -2.1917 -0.06 -0.22 -0.48 -0.28
H 4.6192 0.6949 0.2515 0.00 0.00 0.00 0.38
H 6.0664 -1.0236 1.2543 0.00 0.00 0.00 0.40
H 5.4017 -3.4022 1.1932 0.00 0.00 0.00 0.40
H 3.2751 -4.0596 0.1113 0.00 0.00 0.00 0.43
H 1.8292 -2.3539 -0.8973 -0.01 0.00 -0.01 0.14
H 3.6244 1.5880 -3.4063 0.00 0.00 0.00 0.36
H 4.8904 3.6324 -3.9078 0.00 0.00 0.00 0.41
H 4.8851 5.5198 -2.3129 0.00 0.00 0.00 0.39
H 3.6055 5.3518 -0.2060 0.00 0.00 0.00 0.42
H 2.3298 3.3150 0.3068 0.00 0.00 0.00 0.38
H -0.1355 2.8629 -0.6190 -0.01 -0.01 -0.01 0.56
H -1.6171 3.4183 1.2508 0.00 0.00 0.00 0.45
H -1.8209 1.8795 3.1818 0.00 0.00 0.01 0.50
H -0.5698 -0.2500 3.1979 0.00 -0.01 0.00 0.47
H 0.9614 -0.7972 1.3412 -0.01 0.00 0.01 0.43



Record 3
75
Properties=species:S:1:pos:R:3:forces:R:3:mulliken_charge:R:1 method="wB97M-V/def2-TZVPD" gap_ev="4.7 / 4.8" lumo_ev="2.38 / 2.38" energy_ha=-3777.620018 multiplicity=2 relative_energy_kcal_mol=2.9 total_charge=-1 homo_ev="-2.362 / -2.407"
Mn -0.1612 0.9169 0.1449 -0.19 0.51 -0.17 0.01
C 2.9884 -2.7222 -3.0551 -0.02 0.06 -0.06 -0.65
C 2.0245 -3.7957 -3.1237 -0.04 -0.04 0.03 -0.47
C 0.7778 -3.5705 -2.6594 0.04 0.00 -0.04 -0.85
C 0.3447 -2.3404 -2.0459 -0.10 0.07 -0.14 0.10
N 1.2648 -1.2127 -2.3319 -0.02 0.08 0.07 0.73
C 2.6045 -1.4974 -2.6907 0.03 -0.05 0.01 -0.41
N -0.7501 -2.3573 -1.3853 0.13 -0.11 0.22 -0.08
C -1.5256 -1.8151 -0.4640 -0.02 -0.01 -0.07 -1.20
N -1.3247 -0.7034 0.3801 -0.11 0.00 0.00 1.46
C -2.2982 -0.6937 1.3034 0.17 -0.09 0.08 -0.93
N -2.4580 0.1058 2.3843 -0.07 0.08 -0.05 -0.40
C -1.5439 0.9663 2.8114 0.04 -0.07 0.04 0.01
C -1.7732 1.5360 4.1096 -0.02 0.00 -0.01 -1.09
C -0.8572 2.3475 4.6975 0.02 0.00 0.00 -0.17
C 0.3419 2.6343 4.0114 -0.02 0.00 0.01 -1.25
C 0.4887 2.1150 2.7559 0.00 0.00 -0.01 -0.29
N -0.4238 1.3436 2.1206 0.07 0.01 0.03 0.67
C -3.2247 -1.7722 1.0519 -0.03 -0.04 0.04 0.47
C -4.3966 -2.1710 1.6977 0.03 0.02 0.00 -0.41
C -5.0603 -3.2832 1.2243 0.00 -0.02 -0.02 -0.71
C -4.5513 -4.0038 0.1207 -0.01 0.01 0.02 -0.54
C -3.3936 -3.6199 -0.5174 0.01 -0.01 -0.01 -0.35
C -2.7200 -2.4810 -0.0496 0.01 0.06 0.00 0.23
H 4.0300 -2.8887 -3.2947 0.01 -0.01 0.03 0.40
H 2.3164 -4.7722 -3.4855 -0.01 0.01 -0.03 0.35
H 0.0388 -4.3602 -2.6205 -0.01 0.00 -0.02 0.43
H 3.2807 -0.6585 -2.6340 0.01 -0.01 0.06 0.46
H -2.6954 1.2536 4.5986 0.00 0.01 0.00 0.48
H -1.0394 2.7538 5.6862 0.00 0.00 0.00 0.39
H 1.1175 3.2544 4.4378 0.00 0.00 0.00 0.43
H 1.3787 2.3346 2.1830 0.00 0.00 0.00 0.30
H -4.7591 -1.6099 2.5505 0.00 0.00 0.00 0.50
H -5.9751 -3.6162 1.7001 0.00 0.00 0.00 0.38
H -5.0884 -4.8792 -0.2278 0.00 0.00 0.00 0.41
H -3.0051 -4.1738 -1.3637 0.00 0.00 0.00 0.49
S 4.3108 0.2851 0.2009 -0.01 0.00 0.01 -0.53
C 3.6202 -1.2389 0.6669 0.00 0.00 0.00 1.16
C 4.2677 -2.4341 0.9566 0.00 0.00 -0.01 -0.68
C 3.4912 -3.5254 1.2964 0.00 0.00 -0.01 -0.56
C 2.0977 -3.4220 1.3527 0.00 0.00 0.00 -0.77
C 1.4545 -2.2343 1.0676 0.01 -0.01 0.01 -0.66
C 2.2266 -1.1300 0.7112 0.00 0.01 -0.01 -1.31
N 1.7402 0.1283 0.3671 0.01 -0.17 0.00 1.07
C 2.7074 0.9563 0.0866 -0.01 0.00 0.02 0.44
C 2.3904 2.3334 -0.2521 0.00 0.01 0.01 0.93
C 3.3752 3.2731 -0.5664 -0.01 -0.01 0.00 -0.71
C 3.0000 4.5779 -0.8222 0.00 0.01 0.00 -0.95
C 1.6484 4.9162 -0.7426 0.00 0.01 0.00 -0.89
C 0.6911 3.9575 -0.4431 0.01 -0.02 -0.01 -0.42
C 1.0055 2.6085 -0.1962 0.09 0.02 0.02 1.01
H 5.3465 -2.5083 0.9090 0.00 0.00 0.00 0.41
H 3.9685 -4.4713 1.5191 0.00 0.00 0.00 0.38
H 1.5081 -4.2901 1.6173 0.00 0.00 0.00 0.45
H 0.3778 -2.1447 1.1012 0.01 0.00 0.01 0.62
H 4.4225 2.9883 -0.6109 0.00 0.00 0.00 0.39
H 3.7421 5.3270 -1.0691 0.00 0.00 0.00 0.37
H 1.3463 5.9426 -0.9243 0.00 0.00 0.00 0.38
H -0.3467 4.2785 -0.4195 0.00 0.00 0.00 0.11
C 1.1665 2.1434 -3.5059 -0.02 -0.02 -0.03 -0.48
O 1.5864 0.7902 -3.2807 0.07 0.05 0.08 -0.46
C 0.8067 0.0485 -2.4790 0.00 -0.08 -0.13 0.31
O -0.2297 0.4830 -1.9825 0.01 -0.10 -0.04 -0.54
H 1.7313 2.4713 -4.3747 0.00 0.00 0.00 0.28
H 1.3949 2.7649 -2.6448 0.00 0.00 0.00 0.17
H 0.0973 2.1802 -3.7050 0.00 0.01 0.00 0.28
C -3.4256 1.0900 -1.1622 -0.01 0.02 -0.14 -0.56
S -2.1389 2.2472 -0.6700 -0.05 -0.25 0.28 0.08
C -2.9702 3.0013 0.7399 0.01 0.08 -0.01 -0.97
H -3.5930 0.3417 -0.3917 -0.03 0.03 0.02 -0.06
H -3.0739 0.5936 -2.0655 0.02 -0.02 0.02 0.26
H -4.3491 1.6291 -1.3747 0.02 0.02 -0.03 0.54
H -3.8636 3.5323 0.4095 0.02 0.02 -0.02 0.48
H -2.2728 3.7076 1.1896 0.01 -0.02 0.02 0.27
H -3.2306 2.2386 1.4709 -0.03 0.00 -0.02 0.25